No. 1
Here is a 3-piece molecular cluster, C25H19N2O9 overall from OMol25. Energies are from ωB97M-V/def2-TZVPD.

Computed properties:
total charge: -1
DFT total energy: -1750.6456 Ha
HOMO-LUMO gap: 5.9 eV
highest occupied orbital energy: -4.84 eV

Each line ends with the natural charge from an NBO analysis.
Atoms and positions in Å:
O (-2.794, 2.048, 1.200)  -0.74
O (4.858, 2.997, 1.957)  -0.39
O (3.595, 3.295, 0.238)  -0.35
O (-5.319, -5.567, 0.662)  -0.39
O (-2.622, -1.838, -2.550)  -0.59
O (-5.010, 1.722, 1.229)  -0.72
O (-5.261, -1.340, 0.964)  -0.49
O (-4.351, -3.952, -0.399)  -0.33
O (-4.364, -1.703, -1.109)  -0.52
N (4.365, 3.688, 1.087)  0.52
N (-4.419, -5.095, -0.008)  0.52
C (-1.959, 1.073, -1.741)  -0.46
C (5.435, 7.771, 0.986)  -0.19
C (1.663, -1.536, 0.509)  -0.62
C (0.957, 2.210, 0.432)  -0.19
C (1.039, -0.195, 0.208)  -0.03
C (-1.199, -6.291, -1.457)  -0.21
C (-2.267, -8.131, -0.329)  -0.22
C (-3.256, -1.221, -1.734)  0.78
C (4.731, 5.116, 1.061)  0.09
C (-0.174, 2.262, -0.370)  -0.19
C (4.166, 5.932, 0.099)  -0.21
C (5.987, 6.936, 1.949)  -0.21
C (-4.568, -0.974, 0.072)  0.78
C (5.633, 5.596, 1.992)  -0.21
C (-1.201, -7.622, -1.060)  -0.19
C (-2.258, -5.462, -1.120)  -0.21
C (-2.978, 0.125, -1.162)  -0.10
C (-3.743, 0.288, -0.076)  -0.13
C (-3.329, -7.309, 0.015)  -0.22
C (-3.845, 1.463, 0.882)  0.72
C (-3.304, -5.987, -0.384)  0.09
C (1.544, 0.991, 0.725)  -0.23
C (-0.701, 1.087, -0.881)  0.02
C (4.524, 7.270, 0.066)  -0.21
C (-0.097, -0.133, -0.594)  -0.19
H (1.060, -2.339, 0.087)  0.21
H (-2.433, 2.054, -1.751)  0.24
H (1.333, 3.134, 0.845)  0.20
H (-0.370, -5.895, -2.028)  0.22
H (-4.160, -7.695, 0.586)  0.24
H (3.459, 5.533, -0.613)  0.26
H (5.717, 8.815, 0.952)  0.22
H (-0.370, -8.264, -1.321)  0.21
H (4.092, 7.922, -0.682)  0.22
H (-0.521, -1.045, -1.003)  0.20
H (6.695, 7.327, 2.666)  0.22
H (-2.268, -9.168, -0.022)  0.21
H (-2.266, -4.424, -1.427)  0.27
H (-1.698, 0.729, -2.744)  0.22
H (-0.680, 3.189, -0.604)  0.21
H (2.414, 0.942, 1.373)  0.20
H (2.639, -1.585, 0.014)  0.21
H (1.824, -1.686, 1.577)  0.21
H (6.055, 4.940, 2.737)  0.25


No. 2
Here is C25H19N5O12Ti as an isolated structure from OMol25. Energies are from ωB97M-V/def2-TZVPD.

Computed properties:
total charge: -1
<S²>: 0.760
multiplicity: 2
relative energy (zero: lowest compared OMol25 entry of this formula, charge and spin): 147.4 kJ/mol
DFT total energy: -2990.3635 Ha
HOMO-LUMO gap (spin up / spin down): 5.1 / 8.0 eV
highest occupied orbital energy (spin up / spin down): -3.47 / -6.26 eV

Each line ends with the Löwdin spin population.
Atoms and positions in Å:
Ti (0.123, 0.054, 0.757)  0.63
O (-1.106, 0.725, 4.359)  0.00
O (5.491, -5.080, -1.379)  0.00
O (3.144, -0.623, 2.575)  0.00
O (-0.022, -2.710, -2.577)  0.00
O (1.013, -0.949, 2.014)  0.02
O (0.767, -1.160, -0.537)  0.02
O (1.595, 1.128, 0.489)  0.00
O (1.446, -4.010, -3.427)  0.00
O (-1.110, 0.617, 2.119)  0.02
O (3.258, 2.545, 0.035)  0.00
O (-2.673, 3.113, 0.836)  0.00
O (6.070, -4.184, 0.487)  0.00
N (-1.565, -1.142, 0.438)  0.02
N (1.081, -3.220, -2.563)  0.00
N (5.292, -4.319, -0.443)  0.00
N (0.213, 2.898, 1.927)  0.00
N (-0.675, 0.941, -0.994)  0.03
C (-3.382, -1.552, -1.102)  0.01
C (-4.007, -1.206, -2.339)  -0.01
C (-3.829, -2.581, -0.268)  0.02
C (-3.139, -2.866, 0.892)  0.01
C (1.421, 3.393, 1.304)  0.00
C (-2.238, -0.834, -0.694)  0.02
C (2.008, -2.952, -1.484)  0.00
C (-0.616, 2.134, -3.072)  0.01
C (2.182, 2.287, 0.531)  0.00
C (-0.798, 3.936, 2.149)  0.00
C (3.171, -3.698, -1.464)  0.00
C (-1.738, 1.477, -3.542)  0.06
C (-1.713, 4.142, 0.949)  0.00
C (-0.130, 1.848, -1.807)  0.05
C (-3.487, -0.239, -3.126)  0.00
C (2.669, -1.926, 0.636)  0.00
C (0.442, 2.115, 3.136)  0.00
C (-2.326, 0.501, -2.735)  0.00
C (1.752, -1.968, -0.464)  0.00
C (2.309, -1.082, 1.828)  0.00
C (-2.002, -2.127, 1.203)  0.02
C (4.079, -3.541, -0.435)  0.00
C (3.816, -2.670, 0.627)  0.00
C (-1.734, 0.236, -1.484)  0.04
C (-0.683, 1.062, 3.274)  0.01
H (0.497, 2.745, 4.032)  0.00
H (4.516, -2.590, 1.447)  0.00
H (-3.946, 0.003, -4.078)  0.00
H (-3.465, -3.654, 1.555)  0.00
H (-1.439, 3.631, 2.979)  0.00
H (-0.115, 2.877, -3.677)  0.00
H (0.742, 2.369, -1.442)  0.00
H (1.158, 4.164, 0.578)  0.00
H (-2.266, 5.078, 1.068)  0.00
H (-1.116, 4.212, 0.029)  0.00
H (-2.300, 2.311, 1.239)  0.00
H (-1.426, -2.324, 2.099)  0.00
H (-2.148, 1.694, -4.520)  0.00
H (-4.893, -1.748, -2.646)  0.00
H (2.126, 3.838, 2.018)  0.00
H (-0.322, 4.887, 2.432)  0.00
H (1.379, 1.558, 3.052)  0.00
H (-4.708, -3.151, -0.547)  0.00
H (3.358, -4.414, -2.248)  0.00


No. 3
Here is C25H20BrN6O13S2 as an isolated structure from OMol25. Energies are from ωB97M-V/def2-TZVPD.

Computed properties:
total charge: -1
DFT total energy: -5641.3487 Ha
HOMO-LUMO gap: 6.4 eV
highest occupied orbital energy: -6.48 eV

Each line ends with the natural charge from an NBO analysis.
Atoms and positions in Å:
Br (0.495, 6.002, 6.206)  -0.15
S (1.870, 4.604, 5.105)  2.13
S (3.897, 6.468, 4.903)  2.40
O (2.619, 3.818, 6.060)  -0.91
O (1.886, -3.098, -0.130)  -0.36
O (-2.583, 4.050, 4.050)  -0.35
O (0.622, -8.210, -3.527)  -0.38
O (5.486, 5.921, 4.583)  -0.66
O (3.767, 6.487, 6.338)  -0.92
O (-0.556, 7.446, 4.090)  -0.37
O (3.761, 7.793, 4.355)  -0.91
O (1.029, 3.750, 4.273)  -0.95
O (-4.557, 3.226, 3.782)  -0.41
O (0.224, -2.525, 1.116)  -0.38
O (2.007, -6.716, -4.229)  -0.37
O (0.809, 8.948, 3.363)  -0.37
N (1.213, -7.619, -4.414)  0.51
N (5.714, 3.647, 5.389)  -0.36
N (2.892, 5.438, 4.098)  -1.15
N (-3.341, 3.195, 3.658)  0.52
N (0.717, -3.153, 0.195)  0.52
N (0.025, 8.033, 3.198)  0.51
C (-0.238, 7.596, 1.822)  0.10
C (-0.704, 6.740, -0.759)  -0.19
C (-3.575, 1.044, 2.488)  -0.22
C (0.951, -8.027, -5.799)  0.09
C (5.552, 4.605, 4.828)  0.52
C (0.363, -4.800, -1.605)  -0.21
C (0.036, -9.037, -6.051)  -0.21
C (-1.363, 1.956, 2.860)  -0.21
C (-1.816, -5.740, -1.987)  -0.17
C (-2.337, -4.967, -0.957)  -0.22
C (-1.631, -0.162, 1.744)  -0.19
C (-3.012, -0.059, 1.867)  -0.23
C (-0.810, 0.844, 2.237)  -0.20
C (0.193, 7.774, -0.524)  -0.22
C (0.427, 8.208, 0.773)  -0.21
C (-0.194, -9.433, -7.359)  -0.21
C (-1.372, 6.140, 0.300)  -0.21
C (0.490, -8.820, -8.401)  -0.18
C (1.632, -7.401, -6.832)  -0.21
C (1.400, -7.804, -8.138)  -0.21
C (-0.165, -4.041, -0.573)  0.08
C (-1.140, 6.567, 1.599)  -0.20
C (-0.468, -5.655, -2.312)  -0.20
C (-2.747, 2.040, 2.983)  0.07
C (-1.510, -4.113, -0.244)  -0.21
H (-3.651, -0.845, 1.479)  0.21
H (-1.923, -3.517, 0.559)  0.25
H (-1.193, -1.030, 1.264)  0.23
H (0.265, 0.762, 2.140)  0.23
H (-0.498, -9.521, -5.244)  0.25
H (-1.662, 6.092, 2.420)  0.26
H (-0.070, -6.251, -3.108)  0.22
H (-0.881, 6.399, -1.773)  0.21
H (1.127, 9.014, 0.949)  0.25
H (0.315, -9.137, -9.423)  0.22
H (-2.072, 5.335, 0.113)  0.22
H (1.930, -7.327, -8.953)  0.22
H (-2.463, -6.413, -2.538)  0.21
H (-0.904, -10.223, -7.568)  0.22
H (-3.389, -5.034, -0.707)  0.22
H (2.341, -6.608, -6.636)  0.25
H (1.412, -4.740, -1.866)  0.25
H (-0.705, 2.732, 3.240)  0.29
H (-4.651, 1.114, 2.582)  0.24
H (0.712, 8.241, -1.352)  0.21


No. 4
Here is C25H20Cl2N4O8STi as an isolated structure from OMol25. Energies are from ωB97M-V/def2-TZVPD.

Computed properties:
total charge: +1
<S²>: 0.761
multiplicity: 2
relative energy (zero: lowest compared OMol25 entry of this formula, charge and spin): 12.7 kJ/mol
DFT total energy: -3953.2340 Ha
HOMO-LUMO gap (spin up / spin down): 7.8 / 7.5 eV
highest occupied orbital energy (spin up / spin down): -11.23 / -11.68 eV

Each line ends with the Löwdin spin population.
Atoms and positions in Å:
Ti (0.611, -0.092, -0.946)  0.15
Cl (-0.301, -4.185, -0.460)  0.00
Cl (-1.780, -1.673, -1.077)  0.00
S (-2.089, 1.305, 0.386)  0.00
O (6.295, -4.030, -0.087)  0.00
O (1.062, -1.541, -1.976)  0.04
O (1.891, -2.900, 4.073)  0.00
O (0.865, -1.088, 0.615)  0.01
O (3.195, -0.906, -2.464)  0.46
O (0.203, -2.503, 2.797)  0.00
O (-0.687, 1.128, -0.237)  0.01
O (5.883, -4.530, 1.968)  0.00
N (5.611, -4.005, 0.913)  0.00
N (1.391, -2.657, 2.999)  0.00
N (0.851, 1.101, -2.689)  0.00
N (2.387, -1.302, -1.614)  0.25
C (-3.142, 1.554, -1.029)  0.00
C (1.979, 1.831, -2.732)  0.00
C (2.296, -2.591, 1.835)  0.00
C (2.777, 1.244, 0.857)  0.01
C (1.585, 2.307, -5.043)  0.00
C (3.913, 2.026, 1.040)  0.00
C (3.851, 2.669, -1.274)  0.00
C (0.425, 1.538, -4.989)  0.00
C (-1.939, 5.589, 1.820)  0.00
C (1.934, -1.876, 0.697)  0.02
C (-0.772, 4.954, 1.425)  0.00
C (2.703, 1.909, -1.446)  0.00
C (4.339, -3.257, 0.837)  0.00
C (0.110, 0.940, -3.797)  0.00
C (-3.153, 4.913, 1.797)  0.00
C (4.016, -2.616, -0.343)  0.02
C (-1.628, -3.144, -0.019)  0.00
C (2.814, -1.955, -0.393)  0.01
C (4.460, 2.722, -0.029)  0.01
C (-3.208, 3.598, 1.367)  0.00
C (3.494, -3.268, 1.923)  0.02
C (2.165, 1.162, -0.388)  -0.01
C (-0.805, 3.636, 0.985)  0.00
C (2.369, 2.445, -3.916)  0.00
C (-2.030, 2.989, 0.950)  0.00
H (4.281, 3.229, -2.096)  0.00
H (3.289, 3.007, -3.954)  0.00
H (-4.151, 3.062, 1.379)  0.00
H (3.761, -3.796, 2.826)  0.00
H (-2.554, -3.684, -0.160)  0.00
H (1.876, 2.786, -5.969)  0.00
H (-2.690, 2.335, -1.638)  0.00
H (4.683, -2.632, -1.193)  0.00
H (5.360, 3.308, 0.108)  0.00
H (2.374, 0.693, 1.699)  0.00
H (-1.484, -2.781, 0.991)  0.00
H (-3.227, 0.612, -1.565)  0.00
H (-0.757, 0.294, -3.710)  0.00
H (-4.124, 1.859, -0.669)  0.00
H (0.098, 3.130, 0.673)  0.00
H (0.174, 5.478, 1.460)  0.00
H (-4.060, 5.408, 2.116)  0.00
H (4.375, 2.085, 2.018)  0.00
H (-0.202, 1.394, -5.857)  0.00
H (-1.904, 6.617, 2.155)  0.00


What did the fourth record say?
Here is C25H20Cl2N4O8STi as an isolated structure from OMol25. Energies are from ωB97M-V/def2-TZVPD.

Computed properties:
total charge: +1
<S²>: 0.761
multiplicity: 2
relative energy (zero: lowest compared OMol25 entry of this formula, charge and spin): 12.7 kJ/mol
DFT total energy: -3953.2340 Ha
HOMO-LUMO gap (spin up / spin down): 7.8 / 7.5 eV
highest occupied orbital energy (spin up / spin down): -11.23 / -11.68 eV

Each line ends with the Löwdin spin population.
Atoms and positions in Å:
Ti (0.611, -0.092, -0.946)  0.15
Cl (-0.301, -4.185, -0.460)  0.00
Cl (-1.780, -1.673, -1.077)  0.00
S (-2.089, 1.305, 0.386)  0.00
O (6.295, -4.030, -0.087)  0.00
O (1.062, -1.541, -1.976)  0.04
O (1.891, -2.900, 4.073)  0.00
O (0.865, -1.088, 0.615)  0.01
O (3.195, -0.906, -2.464)  0.46
O (0.203, -2.503, 2.797)  0.00
O (-0.687, 1.128, -0.237)  0.01
O (5.883, -4.530, 1.968)  0.00
N (5.611, -4.005, 0.913)  0.00
N (1.391, -2.657, 2.999)  0.00
N (0.851, 1.101, -2.689)  0.00
N (2.387, -1.302, -1.614)  0.25
C (-3.142, 1.554, -1.029)  0.00
C (1.979, 1.831, -2.732)  0.00
C (2.296, -2.591, 1.835)  0.00
C (2.777, 1.244, 0.857)  0.01
C (1.585, 2.307, -5.043)  0.00
C (3.913, 2.026, 1.040)  0.00
C (3.851, 2.669, -1.274)  0.00
C (0.425, 1.538, -4.989)  0.00
C (-1.939, 5.589, 1.820)  0.00
C (1.934, -1.876, 0.697)  0.02
C (-0.772, 4.954, 1.425)  0.00
C (2.703, 1.909, -1.446)  0.00
C (4.339, -3.257, 0.837)  0.00
C (0.110, 0.940, -3.797)  0.00
C (-3.153, 4.913, 1.797)  0.00
C (4.016, -2.616, -0.343)  0.02
C (-1.628, -3.144, -0.019)  0.00
C (2.814, -1.955, -0.393)  0.01
C (4.460, 2.722, -0.029)  0.01
C (-3.208, 3.598, 1.367)  0.00
C (3.494, -3.268, 1.923)  0.02
C (2.165, 1.162, -0.388)  -0.01
C (-0.805, 3.636, 0.985)  0.00
C (2.369, 2.445, -3.916)  0.00
C (-2.030, 2.989, 0.950)  0.00
H (4.281, 3.229, -2.096)  0.00
H (3.289, 3.007, -3.954)  0.00
H (-4.151, 3.062, 1.379)  0.00
H (3.761, -3.796, 2.826)  0.00
H (-2.554, -3.684, -0.160)  0.00
H (1.876, 2.786, -5.969)  0.00
H (-2.690, 2.335, -1.638)  0.00
H (4.683, -2.632, -1.193)  0.00
H (5.360, 3.308, 0.108)  0.00
H (2.374, 0.693, 1.699)  0.00
H (-1.484, -2.781, 0.991)  0.00
H (-3.227, 0.612, -1.565)  0.00
H (-0.757, 0.294, -3.710)  0.00
H (-4.124, 1.859, -0.669)  0.00
H (0.098, 3.130, 0.673)  0.00
H (0.174, 5.478, 1.460)  0.00
H (-4.060, 5.408, 2.116)  0.00
H (4.375, 2.085, 2.018)  0.00
H (-0.202, 1.394, -5.857)  0.00
H (-1.904, 6.617, 2.155)  0.00


Question: What is the formula in the fourth record?
Answer: C25H20Cl2N4O8STi